ORCA calculation (ωB97M-V/def2-TZVPD) on a 2-piece molecular cluster, C15H18FN3O2S overall at a distorted geometry.

Output
- energy relative to the best compared isomer or geometry (same formula, charge and spin) (kcal/mol) = 559.6
- spin multiplicity = 1
- frontier orbital gap (eV) = 4.806
- E_tot (Eh) = -1394.325679

CARTESIAN COORDINATES (ANGSTROEM)
C1 -5.455 2.775 -1.208
C2 -4.053 2.511 -1.174
N1 -2.735 1.711 -1.086
C3 -2.144 1.487 0.308
C4 -0.765 0.606 0.534
C5 -0.113 0.293 2.011
C6 0.028 1.605 2.985
S1 1.256 1.359 4.418
C7 2.861 0.581 3.773
N2 4.199 1.267 3.436
N3 5.069 0.246 3.034
C8 4.488 -1.151 3.036
O1 3.096 -0.850 3.491
C9 -0.066 -0.005 -0.855
C10 1.298 -0.925 -0.773
C11 0.912 -2.317 0.052
C12 1.136 -3.680 -0.831
C13 -0.730 0.264 -2.337
C14 -0.173 -0.311 -3.768
C15 -2.121 1.175 -2.360
O2 -2.721 1.429 -3.692
H1 -6.646 2.864 -1.216
H2 -2.686 1.956 1.261
H3 -0.837 -0.499 2.530
H4 0.933 -0.248 1.925
H5 -1.027 1.784 3.502
H6 0.323 2.598 2.439
H7 4.982 -2.188 2.770
H8 2.096 -0.284 -0.177
H9 1.791 -1.141 -1.828
H10 1.490 -2.347 1.085
H11 -0.256 -2.248 0.286
H12 1.229 -3.371 -1.957
H13 2.142 -4.177 -0.465
H14 0.223 -4.418 -0.660
H15 -0.469 0.360 -4.703
H16 -0.697 -1.363 -3.973
H17 0.992 -0.535 -3.764
H18 -2.844 0.527 -4.146
F1 -4.004 4.659 -1.902



ORCA calculation (ωB97M-V/def2-TZVPD) on one molecule with the formula C15H18N2O4S2.

Output
- SMILES string = CS(=O)(=O)Nc1ccc(S(=O)(=O)NCCc2ccccc2)cc1
- energy relative to the best compared isomer or geometry (same formula, charge and spin) (kcal/mol) = 12.9
- spin multiplicity = 1
- frontier orbital gap (eV) = 9.521
- E_tot (Eh) = -1789.226711

CARTESIAN COORDINATES (ANGSTROEM)
C1 5.631 1.086 1.644
H1 6.300 0.846 2.460
H2 4.632 0.726 1.852
H3 5.638 2.149 1.445
S1 6.248 0.241 0.170
O1 6.353 -1.156 0.443
O2 7.383 0.944 -0.339
N1 5.041 0.528 -0.953
C2 3.739 0.067 -0.918
C3 3.375 -0.956 -0.040
C4 2.066 -1.399 -0.008
C5 1.124 -0.830 -0.844
C6 1.474 0.174 -1.726
C7 2.778 0.626 -1.764
H4 3.066 1.406 -2.454
H5 0.720 0.578 -2.383
S2 -0.568 -1.380 -0.765
O3 -0.615 -2.689 -0.183
O4 -1.187 -1.163 -2.044
N2 -1.194 -0.267 0.336
H6 -1.718 0.435 -0.169
C8 -1.956 -0.816 1.438
H7 -2.081 -0.028 2.187
C9 -3.324 -1.372 1.008
C10 -4.184 -0.283 0.431
C11 -5.003 0.480 1.255
C12 -5.763 1.512 0.733
C13 -5.707 1.799 -0.620
C14 -4.890 1.048 -1.448
C15 -4.133 0.012 -0.927
H8 -3.500 -0.574 -1.579
H9 -4.843 1.266 -2.505
H10 -6.301 2.604 -1.028
H11 -6.402 2.092 1.383
H12 -5.051 0.257 2.311
H13 -3.808 -1.816 1.880
H14 -3.148 -2.152 0.266
H15 -1.351 -1.622 1.855
H16 1.761 -2.199 0.647
H17 4.130 -1.417 0.574
H18 5.267 1.244 -1.622